Formula: C16H33BrClF2N2O6PS2
Source: the OMol25 dataset
Level of theory: ωB97M-V/def2-TZVPD

Bonds (Å) are listed after each position.
Cartesian coordinates (Å):
1 C -2.19127 -3.96439 -0.12850  C2 1.653, H23 1.194, H24 1.187, H25 1.184
2 C -1.16171 -3.67070 -1.38748  C1 1.653, O3 1.471, H26 1.189, H27 1.176
3 O -1.05428 -2.25392 -1.76712  C2 1.471, C4 1.501
4 C -0.04406 -1.55533 -0.90463  O3 1.501, C5 1.658, H28 1.173, H29 1.173
5 C 0.19423 -0.07027 -1.60343  C4 1.658, P6 1.948, H30 1.187, H31 1.190
6 P 1.69539 0.88493 -0.80964  C5 1.948, C7 1.917, C15 1.908, C19 1.909
7 C 1.56187 0.56997 1.07704  P6 1.917, C8 1.639, H32 1.171, H33 1.190
8 C 1.42585 1.92302 1.99217  C7 1.639, N9 1.512, H34 1.193, H35 1.191
9 N 0.17392 2.73765 1.75557  C8 1.512, C10 1.517, C12 1.512
10 C 0.18774 4.02337 2.55996  N9 1.517, C11 1.645, H36 1.171, H37 1.191
11 C -0.79227 5.20242 1.96305  C10 1.645, H38 1.172, H39 1.192, H40 1.193
12 C -1.09690 1.94056 1.94674  N9 1.512, C13 1.673, O14 1.351
13 C -2.27623 2.17108 0.78305  C12 1.673, H41 1.192, H42 1.194, H43 1.172
14 O -1.34904 1.11013 2.98276  C12 1.351
15 C 1.48211 2.73610 -1.21935  P6 1.908, C16 1.637, H44 1.193, H45 1.193
16 C 1.94153 3.18074 -2.72678  C15 1.637, C17 1.673, Br18 1.999, H46 1.187
17 C 1.43232 4.76354 -2.90932  C16 1.673, H47 1.193, H48 1.170, H49 1.170
18 Br 1.09297 2.15512 -4.21865  C16 1.999
19 C 3.32255 0.09596 -1.42033  P6 1.909, Cl20 1.888, C21 1.639, H50 1.194
20 Cl 3.20601 -0.61978 -3.16339  C19 1.888
21 C 4.65142 1.04700 -1.29743  C19 1.639, C22 1.652, H51 1.193, H52 1.170
22 C 5.36194 0.89196 0.18561  C21 1.652, H53 1.178, H54 1.189, H55 1.183
23 H -1.78487 -4.92269 0.45593  C1 1.194
24 H -2.26366 -3.02835 0.59802  C1 1.187
25 H -3.28224 -4.24816 -0.49131  C1 1.184
26 H -1.61800 -4.25564 -2.31623  C2 1.189
27 H -0.11774 -4.16089 -1.15639  C2 1.176
28 H 0.94989 -2.17692 -0.87276  C4 1.173
29 H -0.56558 -1.40815 0.13557  C4 1.173
30 H 0.39715 -0.29490 -2.75133  C5 1.187
31 H -0.79205 0.57402 -1.43611  C5 1.190
32 H 0.69606 -0.15219 1.39512  C7 1.171
33 H 2.57377 0.03713 1.40751  C7 1.190
34 H 1.40197 1.60410 3.14163  C8 1.193
35 H 2.34532 2.64650 1.76762  C8 1.191
36 H -0.04082 3.85676 3.69622  C10 1.171
37 H 1.30160 4.43904 2.48903  C10 1.191
38 H -0.83362 5.13066 0.79391  C11 1.172
39 H -0.31078 6.23802 2.30333  C11 1.192
40 H -1.86827 5.04022 2.45240  C11 1.193
41 H -2.81740 3.22553 0.91133  C13 1.192
42 H -1.76216 2.22868 -0.29279  C13 1.194
43 H -3.04094 1.28333 0.80983  C13 1.172
44 H 1.99499 3.37834 -0.35486  C15 1.193
45 H 0.31594 2.96950 -1.13093  C15 1.193
46 H 3.11603 3.22551 -2.88953  C16 1.187
47 H 0.44088 4.84429 -2.25029  C17 1.193
48 H 2.19061 5.53833 -2.46857  C17 1.170
49 H 1.13277 4.94158 -4.02624  C17 1.170
50 H 3.53094 -0.85358 -0.72722  C19 1.194
51 H 5.47459 0.68332 -2.08127  C21 1.193
52 H 4.46864 2.17872 -1.53018  C21 1.170
53 H 5.20776 -0.20992 0.57130  C22 1.178
54 H 6.52887 1.11143 0.12379  C22 1.189
55 H 4.80276 1.64023 0.91185  C22 1.183
56 N -5.39130 -7.21150 2.11774  S57 1.571, S61 1.572
57 S -5.95463 -6.35815 0.92540  N56 1.571, O58 1.459, O59 1.458, F60 1.603, S61 2.598
58 O -6.49169 -7.07969 -0.22340  S57 1.459
59 O -5.30273 -5.08711 0.63483  S57 1.458
60 F -7.31421 -5.83494 1.59401  S57 1.603
61 S -4.05026 -7.93328 1.72728  N56 1.572, S57 2.598, O62 1.462, O63 1.458, F64 1.595
62 O -3.65218 -8.98441 2.66280  S61 1.462
63 O -2.94363 -7.11776 1.24114  S61 1.458
64 F -4.43587 -8.79618 0.44193  S61 1.595

Computed properties:
E_HOMO	-0.30148	Ha
2S+1	1
strongest force on any atom	8.61	eV Å⁻¹
HOMO-LUMO gap	0.2446	Eh
energy	-151340.82030	eV
LUMO level	-1.5	eV

natural (NBO) atomic charge list, values in e, 4 entries: -0.678, -0.094, -0.558, -0.085